Record 1
Below is 2 unconnected molecules or ions with the total composition C5H5N5O2, with properties calculated with ωB97M-V/def2-TZVPD.

Last column: natural (NBO) charge in e.
Atoms and positions in Å:
C1 0.8319 0.9617 -0.3011  0.077
C2 0.2995 -0.6564 1.2413  0.279
C3 0.4325 -1.2547 -3.0744  0.360
C4 0.4943 -1.3960 -0.8779  0.380
C5 0.7851 0.0498 -1.3231  0.042
N1 0.6985 0.5387 0.9705  -0.407
N2 0.1967 -1.6861 0.3702  -0.405
N3 0.7352 -0.0451 -2.7007  -0.453
N4 0.3091 -2.1167 -2.0791  -0.480
N5 -2.3078 2.8200 5.1543  0.850
O1 -3.3344 2.7027 4.7567  0.074
O2 -1.2810 2.8463 5.5697  0.075
H1 0.9479 1.9229 -0.5765  0.211
H2 0.0972 -0.8402 2.2275  0.194
H3 0.2887 -1.5953 -4.0224  0.254
H4 0.8549 0.8202 -3.1669  0.466
H5 -0.0483 -3.0717 -2.1680  0.481

Calculated values
**Gap between HOMO and LUMO**: 6.58 eV
**Max |F|**: 6.08 eV Å⁻¹
**ΔE to the lowest compared entry with this formula, charge and spin**: 3.4 kcal/mol
**Charge**: +2
**Calculated total energy**: -16789.1574 eV
**LUMO level**: -9.78 eV

---

Record 2
Below is a molecular structure, C3H4N2O, with properties calculated with ωB97M-V/def2-TZVPD.

Last column: natural (NBO) charge in e.
Atoms and positions in Å:
N1 1.5113 -0.1970 -0.1685  -0.720
C1 0.2441 0.1635 -0.3169  0.226
C2 -0.4317 1.2588 0.3301  -0.055
N2 -1.2983 0.5030 0.8604  -0.267
C3 -0.8861 -0.8874 -0.3464  0.319
O1 -0.6810 -2.0232 0.0658  -0.671
H1 1.7468 -1.1659 -0.3473  0.424
H2 2.1901 0.3551 0.3373  0.405
H3 -0.1871 2.2996 0.5326  0.200
H4 -1.6959 -0.6251 -1.0497  0.139

Calculated values
**Gap between HOMO and LUMO (alpha / beta)**: 8.83 / 8.83 eV
**Max |F|**: 0.50 eV Å⁻¹
**ΔE to the lowest compared entry with this formula, charge and spin**: 84.3 kcal/mol
**Calculated total energy**: -8200.2294 eV
**LUMO level (alpha / beta)**: 0.09 / 0.09 eV

---

Record 3
Below is 7 unconnected molecules or ions with the total composition C32H52I2O14P, with properties calculated with ωB97M-V/def2-TZVPD.

Last column: Löwdin charge in e.
Atoms and positions in Å:
C1 3.6961 1.4086 2.1741  -0.065
C2 3.5397 -0.0957 2.6847  -0.436
O1 4.8588 -0.6950 2.5773  -0.056
C3 2.4690 -0.9140 1.8023  -0.230
P1 0.7893 -0.0231 1.7259  1.061
C4 -0.5969 -1.1412 2.3103  -0.291
C5 -1.8686 -0.3856 2.9301  -0.333
C6 -1.8035 1.2022 2.8897  -0.656
I1 -3.8530 1.8973 3.3190  0.761
C7 0.3625 0.5656 -0.0076  -0.266
C8 0.8639 -0.3950 -1.1654  -0.802
O2 1.4216 0.1439 -2.1568  -0.056
I2 0.6498 -2.5577 -1.1847  0.913
H1 2.8055 2.0555 2.4674  0.069
H2 4.6270 1.8189 2.6766  0.104
H3 3.8220 1.4193 1.0396  0.095
H4 3.2929 -0.1405 3.7943  0.150
H5 5.0957 -0.5842 1.6341  0.099
H6 2.9316 -1.0588 0.7809  0.086
H7 2.3451 -1.9417 2.2812  0.115
H8 0.9135 1.1113 2.6054  0.053
H9 -0.9204 -1.7494 1.4007  0.059
H10 -0.1683 -1.8586 3.0756  0.103
H11 -1.9472 -0.7266 4.0151  0.114
H12 -2.8014 -0.7577 2.4077  0.092
H13 -1.1841 1.5803 3.7637  0.027
H14 -1.4920 1.6430 1.8998  0.028
H15 -0.7486 0.7952 -0.1323  0.120
H16 0.9019 1.5599 -0.1693  0.120
O3 -2.9955 2.6898 -6.5508  0.115
C9 -2.1994 2.5070 -5.6692  -0.474
O4 -2.2566 1.4606 -4.8048  0.018
C10 -1.2314 1.5992 -3.8145  -0.163
C11 -0.1953 2.5056 -4.4448  -0.161
C12 -1.0398 3.4025 -5.3274  -0.071
H17 -1.6722 2.0352 -2.9126  0.129
H18 -0.8137 0.6227 -3.5677  0.109
H19 0.4039 3.0485 -3.7128  0.117
H20 0.4850 1.9151 -5.0653  0.124
H21 -1.4119 4.2746 -4.7852  0.138
H22 -0.5031 3.7081 -6.2241  0.132
O5 -4.7533 0.9225 -2.4270  0.089
C13 -5.4948 0.6614 -3.3414  -0.474
O6 -6.6017 -0.1135 -3.2180  0.032
C14 -7.1913 -0.3127 -4.5130  -0.148
C15 -6.6898 0.8359 -5.3575  -0.151
C16 -5.3172 1.0933 -4.7728  -0.090
H23 -6.8674 -1.2834 -4.8978  0.128
H24 -8.2782 -0.3128 -4.4253  0.128
H25 -6.6771 0.6120 -6.4239  0.103
H26 -7.3248 1.7141 -5.2050  0.124
H27 -4.5523 0.4701 -5.2392  0.123
H28 -5.0452 2.1455 -4.8336  0.123
O7 0.9954 1.2358 5.0634  0.061
C17 0.4137 1.0181 6.1014  -0.466
O8 -0.7920 1.5509 6.4079  0.021
C18 -1.1484 1.1835 7.7509  -0.137
C19 -0.3382 -0.0568 8.0495  -0.150
C20 0.9209 0.1769 7.2405  -0.085
H29 -0.8990 2.0138 8.4165  0.137
H30 -2.2210 0.9963 7.8075  0.131
H31 -0.1548 -0.2060 9.1133  0.118
H32 -0.8597 -0.9413 7.6702  0.122
H33 1.6632 0.7465 7.8004  0.110
H34 1.3465 -0.7585 6.8782  0.133
O9 6.5996 -3.4695 -0.8124  0.119
C21 5.9838 -3.7896 -1.7920  -0.485
O10 6.5314 -4.4290 -2.8569  0.039
C22 5.5487 -4.5611 -3.8931  -0.155
C23 4.2137 -4.4526 -3.1904  -0.167
C24 4.5261 -3.5085 -2.0459  -0.111
H35 5.7014 -3.7607 -4.6225  0.131
H36 5.6711 -5.5220 -4.3936  0.130
H37 3.4107 -4.1042 -3.8416  0.116
H38 3.9238 -5.4293 -2.7919  0.124
H39 4.4104 -2.4618 -2.3379  0.129
H40 3.9252 -3.7315 -1.1650  0.098
O11 2.3855 0.2174 9.7151  0.097
C25 3.5855 0.2878 9.7871  -0.462
O12 4.3216 1.2474 9.1732  0.035
C26 5.7178 0.9787 9.3710  -0.155
C27 5.7826 0.1032 10.6021  -0.158
C28 4.4850 -0.6763 10.5142  -0.074
H41 6.1051 0.4748 8.4810  0.130
H42 6.2559 1.9172 9.5068  0.130
H43 6.6723 -0.5262 10.6364  0.122
H44 5.7761 0.7260 11.5010  0.125
H45 4.5934 -1.5829 9.9145  0.137
H46 4.0892 -0.9133 11.5005  0.132
O13 -5.6768 -1.4664 -7.6751  0.105
C29 -5.4140 -0.7773 -8.6249  -0.485
O14 -6.2074 -0.6670 -9.7211  0.034
C30 -5.5512 0.1428 -10.7063  -0.159
C31 -4.5478 0.9717 -9.9355  -0.158
C32 -4.1625 0.0427 -8.8016  -0.077
H47 -5.0731 -0.5163 -11.4366  0.129
H48 -6.2868 0.7629 -11.2196  0.128
H49 -3.7029 1.2990 -10.5424  0.120
H50 -5.0358 1.8627 -9.5299  0.123
H51 -3.3396 -0.6202 -9.0787  0.136
H52 -3.9228 0.5944 -7.8926  0.104

Calculated values
**Gap between HOMO and LUMO**: 8.06 eV
**Max |F|**: 5.36 eV Å⁻¹
**ΔE to the lowest compared entry with this formula, charge and spin**: 52.3 kcal/mol
**Charge**: +1
**Calculated total energy**: -88176.3613 eV
**LUMO level**: -3.33 eV

---

Record 4
Below is a gas-phase ion, H2I2O2P (charge +1), with properties calculated with ωB97M-V/def2-TZVPD.

Last column: natural (NBO) charge in e.
Atoms and positions in Å:
O1 -0.6200 -0.0672 -1.6549  -0.932
O2 0.0961 -0.3302 0.9281  -0.967
P1 -1.1705 0.1661 -0.1354  1.422
I1 -1.4462 2.6494 0.1209  0.194
I2 -3.1282 -1.2162 0.0164  0.198
H1 -0.0337 -0.8042 -1.6809  0.532
H2 0.0869 -0.3416 1.8889  0.554

Calculated values
**Gap between HOMO and LUMO**: 8.27 eV
**Max |F|**: 4.51 eV Å⁻¹
**ΔE to the lowest compared entry with this formula, charge and spin**: 20.0 kcal/mol
**Charge**: +1
**Calculated total energy**: -29611.4599 eV
**LUMO level**: -6.56 eV